# 1
{
  "formula": "C4H5NOS",
  "method": "the ωB97M-V functional and the def2-TZVPD basis",
  "smiles": "C1=NO[C@H]2C[C@H]2S1",
  "energy_ev": -18598.745,
  "orbital_gap_ev": 10.08,
  "homo_energy_ev": -9.32,
  "de_lowest_kcal_mol": 73.2,
  "symbols": ["C", "N", "O", "C", "C", "C", "S", "H", "H", "H", "H", "H"],
  "positions_angstrom": [[1.5953, 0.2437, 0.1119], [1.1486, 1.4219, 0.0472], [-0.1975, 1.4859, -0.3470], [-1.1339, 0.6986, 0.3977], [-1.9210, -0.2399, -0.4014], [-0.8236, -0.7690, 0.4722], [0.7445, -1.2979, -0.1531], [2.6630, 0.2231, 0.3488], [-1.5451, 1.2151, 1.2606], [-2.9271, -0.5523, -0.0451], [-1.7510, -0.2509, -1.4980], [-1.1126, -1.3099, 1.3465]]
}



# 2
{
  "formula": "C5H6O",
  "method": "the ωB97M-V functional and the def2-TZVPD basis",
  "energy_ev": -7325.034,
  "orbital_gap_ev": 9.79,
  "homo_energy_ev": -8.97,
  "de_lowest_kcal_mol": 98.0,
  "symbols": ["C", "C", "C", "C", "C", "O", "H", "H", "H", "H", "H", "H"],
  "positions_angstrom": [[-1.3374, -1.5447, 0.0799], [-0.8676, -0.2775, -0.1078], [1.5937, -0.8889, -0.5959], [0.5697, 0.1024, -0.1710], [0.8441, 1.5642, 0.1096], [1.5202, -0.7635, 0.6558], [-2.3636, -1.8198, -0.3106], [-1.5437, 0.3705, -0.5457], [-0.7948, -2.4903, 0.3265], [0.7873, 1.7536, 1.1986], [-0.1754, 2.0010, -0.2284], [1.7676, 1.9929, -0.4110]]
}



# 3
{
  "formula": "C8H16N3O3",
  "method": "the ωB97M-V functional and the def2-TZVPD basis",
  "energy_ev": -19155.096,
  "orbital_gap_ev": [5.50, 4.35],
  "homo_energy_ev": [-8.71, -13.42],
  "multiplicity": 3,
  "s_squared": 2.023,
  "charge": 1,
  "de_lowest_kcal_mol": 0.0,
  "symbols": ["C", "C", "C", "C", "C", "C", "C", "C", "N", "N", "N", "O", "O", "O", "H", "H", "H", "H", "H", "H", "H", "H", "H", "H", "H", "H", "H", "H", "H", "H"],
  "positions_angstrom": [[1.6495, -1.2313, 0.6467], [-2.6616, -0.3944, 1.1405], [-0.5315, -1.9292, -0.2379], [-1.3625, -2.3791, 1.0594], [2.7187, 1.5698, -0.7506], [0.4153, 1.3341, -1.6890], [0.4583, 0.9750, 1.2944], [1.4474, 0.6594, -0.8725], [0.8388, -2.1000, 0.0735], [-3.8927, 0.0493, 1.2272], [1.0977, 0.2275, 0.4203], [2.7122, -1.4000, 1.1361], [-1.6885, 0.3057, 1.2844], [-2.6085, -1.7263, 1.0939], [-0.7829, -2.7466, -1.0724], [-0.6107, -0.9142, -0.5118], [-0.6797, -1.8978, 1.8228], [2.2675, 2.5030, -0.3469], [3.5472, 1.0324, -0.2439], [3.0482, 1.9789, -1.6913], [0.3614, 0.9032, -2.7117], [0.2808, 2.4903, -1.7850], [-0.5663, 1.0586, -1.2465], [0.4473, 0.9196, 2.3471], [0.0952, 1.8959, 0.9549], [-1.6249, -3.4905, 0.9468], [1.7097, -0.2769, -1.4850], [1.2931, -3.0725, 0.0889], [-4.1516, 0.9853, 1.2521], [-4.6322, -0.5171, 0.7743]]
}



# 4
{
  "formula": "CH10NO4",
  "method": "the ωB97M-V functional and the def2-TZVPD basis",
  "energy_ev": -10880.562,
  "orbital_gap_ev": 9.16,
  "homo_energy_ev": -5.09,
  "charge": -1,
  "de_lowest_kcal_mol": 7.6,
  "symbols": ["N", "C", "O", "H", "H", "H", "H", "H", "H", "O", "H", "H", "O", "H", "H", "O"],
  "positions_angstrom": [[-2.0576, -0.3859, 0.3860], [-1.5359, -1.6905, 0.7400], [-0.2458, -1.7235, 1.2104], [-1.5688, 0.3237, 0.9232], [-1.6678, -0.1515, -0.5176], [-2.2302, -2.1099, 1.4692], [-1.6609, -2.3490, -0.1259], [1.6393, -1.1963, -0.7358], [0.3751, -1.3190, 0.5481], [0.9147, -0.5794, -0.8722], [2.9085, 1.4268, -0.4818], [1.6416, 0.5253, -1.0228], [2.3605, 1.3677, -1.2843], [-0.2001, 2.2824, 0.3229], [1.0227, 2.5559, -0.5144], [0.3047, 3.0231, -0.0451]]
}



# 5
{
  "formula": "C23H24I2MnN3O3S",
  "method": "the ωB97M-V functional and the def2-TZVPD basis",
  "energy_ev": -93203.063,
  "orbital_gap_ev": [7.37, 7.49],
  "homo_energy_ev": [-10.34, -10.38],
  "multiplicity": 2,
  "s_squared": 0.828,
  "charge": 1,
  "de_lowest_kcal_mol": 7.3,
  "symbols": ["Mn", "C", "C", "N", "C", "C", "C", "O", "C", "C", "N", "C", "C", "C", "C", "C", "C", "I", "C", "O", "H", "H", "H", "H", "H", "H", "H", "H", "H", "H", "H", "H", "O", "S", "C", "C", "C", "C", "H", "H", "H", "H", "H", "H", "H", "H", "I", "C", "C", "C", "C", "N", "C", "H", "H", "H", "H"],
  "positions_angstrom": [[-0.4535, -0.0460, -0.6466], [-0.5085, 4.3676, -2.4116], [0.5236, 4.0570, -1.3784], [1.2639, 5.0383, -0.9441], [2.2494, 4.8349, -0.0779], [2.5657, 3.5842, 0.4084], [3.7154, 3.3841, 1.3674], [3.3807, 2.5689, 2.4703], [1.7573, 2.4892, 0.0277], [2.1627, 1.1731, 0.4084], [1.4468, 0.0912, 0.3689], [2.1176, -1.1244, 0.6008], [2.7508, -1.3765, 1.8189], [3.4258, -2.5651, 2.0279], [3.5079, -3.5077, 1.0159], [2.9050, -3.2669, -0.2103], [2.2102, -2.0901, -0.4023], [1.3031, -1.6703, -2.3117], [0.6557, 2.7170, -0.8652], [-0.1682, 1.8024, -1.2114], [-0.5911, 5.4443, -2.5219], [-1.4769, 3.9434, -2.1495], [-0.2071, 3.9412, -3.3676], [2.7927, 5.7152, 0.2294], [4.1005, 4.3584, 1.6914], [4.5273, 2.8570, 0.8538], [2.7545, 3.0397, 3.0289], [3.2073, 1.0698, 0.6993], [2.7057, -0.6230, 2.5931], [3.8974, -2.7515, 2.9803], [4.0493, -4.4279, 1.1673], [2.9790, -3.9892, -1.0075], [-2.1490, 0.5519, 0.5729], [-3.2338, 1.2143, 1.3810], [-3.5736, 2.7986, 0.4997], [-3.3298, 3.9170, 1.4979], [-2.0863, 3.5076, 2.2774], [-2.3452, 2.0824, 2.7450], [-4.5900, 2.7803, 0.1128], [-2.8651, 2.8232, -0.3319], [-4.1778, 4.0140, 2.1791], [-3.1954, 4.8690, 0.9845], [-1.8937, 4.1784, 3.1136], [-1.2143, 3.5271, 1.6202], [-3.0058, 2.0483, 3.6074], [-1.4400, 1.5161, 2.9593], [-5.1381, -2.4454, -2.0250], [-3.5630, -2.4444, -0.6251], [-3.7886, -2.8036, 0.6960], [-2.7093, -2.7793, 1.5724], [-1.4673, -2.4051, 1.1022], [-1.2460, -2.0618, -0.1745], [-2.2831, -2.0974, -1.0285], [-4.7697, -3.0960, 1.0318], [-2.8384, -3.0611, 2.6052], [-0.5967, -2.4005, 1.7482], [-2.0664, -1.8889, -2.0760]]
}



# 6
{
  "formula": "C4H7N3O",
  "method": "the ωB97M-V functional and the def2-TZVPD basis",
  "smiles": "N[C@H]1[C@@H]2N=CN(O)[C@H]12",
  "energy_ev": -10775.527,
  "orbital_gap_ev": 9.33,
  "homo_energy_ev": -8.50,
  "de_lowest_kcal_mol": 97.3,
  "symbols": ["N", "C", "C", "N", "C", "N", "O", "C", "H", "H", "H", "H", "H", "H", "H"],
  "positions_angstrom": [[-2.1703, -0.5202, -0.0910], [-0.8698, -0.1228, -0.4940], [-0.3830, 1.0958, 0.2219], [0.8270, 1.7903, -0.1934], [1.7020, 0.8937, -0.1938], [1.4376, -0.3055, 0.4611], [1.8959, -1.3556, -0.3308], [0.0708, -0.3205, 0.6818], [-2.7089, -1.2036, -0.5905], [-2.6399, 0.3185, 0.0988], [-0.5374, -0.2870, -1.5950], [-1.1573, 1.6528, 0.7350], [2.7066, 1.0470, -0.5961], [2.3257, -1.9389, 0.3177], [-0.4991, -0.7441, 1.5684]]
}



# 7
{
  "formula": "C28H24N8O3Tl",
  "method": "the ωB97M-V functional and the def2-TZVPD basis",
  "energy_ev": -52177.867,
  "orbital_gap_ev": 7.61,
  "homo_energy_ev": -11.17,
  "charge": 1,
  "de_lowest_kcal_mol": 0.0,
  "symbols": ["Tl", "O", "C", "N", "C", "C", "C", "C", "C", "C", "N", "C", "C", "C", "C", "C", "N", "H", "H", "H", "H", "H", "H", "H", "H", "H", "H", "N", "C", "N", "C", "N", "N", "C", "C", "C", "C", "C", "C", "N", "C", "C", "C", "C", "C", "C", "H", "H", "H", "H", "H", "H", "H", "H", "H", "H", "H", "C", "C", "O", "O", "H", "H", "H"],
  "positions_angstrom": [[0.3962, 0.5105, 0.1382], [1.2412, 3.5058, -2.5968], [1.3352, 2.5261, -1.8571], [0.6745, 2.4116, -0.7108], [-0.2564, 3.4462, -0.3644], [-0.7818, 3.2929, 1.0306], [-1.8554, 4.0667, 1.4901], [-2.3149, 3.9052, 2.7636], [-1.7785, 2.9018, 3.5526], [-0.7366, 2.1485, 3.0393], [-0.2517, 2.3554, 1.8040], [2.3060, 1.4180, -2.1919], [3.0871, 1.5633, -3.3405], [3.9671, 0.5555, -3.6312], [4.0475, -0.5602, -2.8084], [3.2138, -0.6371, -1.7020], [2.3572, 0.3491, -1.4118], [0.2551, 4.3974, -0.4768], [-1.0777, 3.4996, -1.0723], [-2.2903, 4.8179, 0.8413], [-3.0929, 4.5625, 3.1651], [-2.0888, 2.7539, 4.5520], [-0.2815, 1.4010, 3.6391], [2.9174, 2.4556, -3.9185], [4.6119, 0.6258, -4.5120], [4.7309, -1.3627, -2.9979], [3.1674, -1.5227, -1.0645], [-1.6971, -1.9432, -3.1189], [-0.8236, -1.0938, -2.5566], [-0.2350, -1.2978, -1.4065], [-0.5507, -2.4544, -0.6587], [0.0507, -2.6930, 0.4728], [0.8609, -1.6991, 0.9307], [1.5802, -1.9108, 1.9780], [2.3684, -0.7706, 2.5552], [3.3022, -0.9973, 3.5851], [4.0681, 0.0701, 3.9717], [3.8501, 1.3054, 3.3682], [2.8266, 1.4692, 2.4168], [2.1009, 0.4266, 2.0263], [-1.5913, -3.3453, -1.1868], [-2.1311, -4.3877, -0.4419], [-3.2018, -5.1270, -0.8881], [-3.8194, -4.7672, -2.0939], [-3.2966, -3.7428, -2.8590], [-2.1971, -3.0356, -2.4041], [-2.1308, -1.6568, -3.9707], [-0.6353, -0.1568, -3.1012], [1.5813, -2.9092, 2.3835], [3.4417, -1.9738, 4.0072], [4.8775, -0.0078, 4.6913], [4.4423, 2.1542, 3.6300], [2.6320, 2.4104, 1.9258], [-1.6786, -4.5628, 0.5005], [-3.6230, -5.9479, -0.3346], [-4.6758, -5.3385, -2.4524], [-3.8104, -3.4894, -3.8060], [-3.9712, 0.1885, 0.3931], [-2.5341, 0.4211, -0.0405], [-2.2707, 1.1138, -1.0178], [-1.6418, -0.1111, 0.7410], [-4.5222, -0.1466, -0.4922], [-4.3905, 1.1421, 0.6810], [-4.0565, -0.5228, 1.2129]]
}



# 8
{
  "formula": "C20H26N4O3S",
  "method": "the ωB97M-V functional and the def2-TZVPD basis",
  "smiles": "CCOC(=O)N1CCN(C(=O)c2ccc3nc(N4CCCCC4)sc3c2)CC1",
  "energy_ev": -44102.257,
  "orbital_gap_ev": 8.51,
  "homo_energy_ev": -7.86,
  "de_lowest_kcal_mol": 7.1,
  "symbols": ["C", "C", "O", "C", "O", "N", "C", "C", "N", "C", "O", "C", "C", "C", "C", "N", "C", "N", "C", "C", "C", "C", "C", "S", "C", "C", "C", "C", "H", "H", "H", "H", "H", "H", "H", "H", "H", "H", "H", "H", "H", "H", "H", "H", "H", "H", "H", "H", "H", "H", "H", "H", "H", "H"],
  "positions_angstrom": [[-8.4473, -0.9581, 0.9258], [-8.0566, -0.9728, -0.5452], [-6.8223, -0.2944, -0.7705], [-5.7041, -1.0134, -0.5214], [-5.7061, -2.1631, -0.1469], [-4.5779, -0.3079, -0.7803], [-3.2866, -0.8788, -0.4720], [-2.6333, -0.1054, 0.6828], [-2.5795, 1.3002, 0.3544], [-1.4631, 1.9725, -0.0377], [-1.5235, 3.0625, -0.5767], [-0.1565, 1.3220, 0.2761], [0.1990, 1.0252, 1.5945], [1.4307, 0.4840, 1.8984], [2.3302, 0.2219, 0.8701], [3.5703, -0.3206, 1.0145], [4.1823, -0.4482, -0.1110], [5.3829, -1.0178, -0.2614], [6.1395, -0.9378, -1.4877], [7.1865, 0.1742, -1.3939], [8.0887, -0.0702, -0.1860], [7.2454, -0.1867, 1.0822], [6.1925, -1.2823, 0.9111], [3.2644, 0.1239, -1.5419], [1.9644, 0.5398, -0.4575], [0.7403, 1.0962, -0.7605], [-3.8806, 1.8652, 0.0608], [-4.5381, 1.1027, -1.0951], [-9.4215, -1.4226, 1.0483], [-8.4910, 0.0641, 1.2949], [-7.7157, -1.5155, 1.5053], [-8.7860, -0.4328, -1.1528], [-7.9657, -2.0045, -0.8995], [-3.4341, -1.9251, -0.2019], [-2.6485, -0.8148, -1.3607], [-1.6306, -0.4903, 0.8637], [-3.2360, -0.2326, 1.5892], [-0.5014, 1.2405, 2.3883], [1.7112, 0.2594, 2.9148], [5.4609, -0.7641, -2.3242], [6.6376, -1.9022, -1.6380], [7.7740, 0.2014, -2.3122], [6.6776, 1.1341, -1.2852], [8.8068, 0.7450, -0.0848], [8.6503, -0.9958, -0.3350], [7.8768, -0.4185, 1.9405], [6.7392, 0.7608, 1.2764], [5.5299, -1.3290, 1.7747], [6.6802, -2.2529, 0.7718], [0.4771, 1.3513, -1.7752], [-3.7367, 2.9131, -0.2069], [-4.5057, 1.7927, 0.9570], [-5.5494, 1.4638, -1.2701], [-3.9408, 1.2417, -2.0035]]
}



Please write out number 4 again, unchanged.
{
  "formula": "CH10NO4",
  "method": "the ωB97M-V functional and the def2-TZVPD basis",
  "energy_ev": -10880.562,
  "orbital_gap_ev": 9.16,
  "homo_energy_ev": -5.09,
  "charge": -1,
  "de_lowest_kcal_mol": 7.6,
  "symbols": ["N", "C", "O", "H", "H", "H", "H", "H", "H", "O", "H", "H", "O", "H", "H", "O"],
  "positions_angstrom": [[-2.0576, -0.3859, 0.3860], [-1.5359, -1.6905, 0.7400], [-0.2458, -1.7235, 1.2104], [-1.5688, 0.3237, 0.9232], [-1.6678, -0.1515, -0.5176], [-2.2302, -2.1099, 1.4692], [-1.6609, -2.3490, -0.1259], [1.6393, -1.1963, -0.7358], [0.3751, -1.3190, 0.5481], [0.9147, -0.5794, -0.8722], [2.9085, 1.4268, -0.4818], [1.6416, 0.5253, -1.0228], [2.3605, 1.3677, -1.2843], [-0.2001, 2.2824, 0.3229], [1.0227, 2.5559, -0.5144], [0.3047, 3.0231, -0.0451]]
}